Record 1
A 2-piece molecular cluster, C2H7NO overall in a non-equilibrium geometry. Source: the OMol25 dataset; level of theory: wB97M-V/def2-TZVPD.

Last column: Mulliken charge in e.
Cartesian coordinates (Å):
1 C -0.809 -0.787 0.595  -0.7532
2 C -0.931 0.485 0.185  0.0177
3 N -0.743 0.859 -1.129  -0.4432
4 H -0.562 -1.467 -0.247  0.2010
5 H -0.557 -1.029 1.605  0.2865
6 H -1.195 1.271 0.871  0.3384
7 H -0.412 0.216 -1.821  0.1672
8 H -0.647 1.813 -1.417  0.1909
9 H 2.138 0.308 0.682  0.3080
10 H 1.940 -1.089 -0.060  0.3166
11 O 1.779 -0.582 0.736  -0.6298

Values from the calculation:
HOMO-LUMO gap = 0.3095 hartree
energy relative to the best compared isomer or geometry (same formula, charge and spin) = 34.73 kcal/mol
HOMO = -7.55 eV


Record 2
One molecule with the formula C3H2Cl4 in a non-equilibrium geometry. Source: the OMol25 dataset; level of theory: wB97M-V/def2-TZVPD.

Last column: Mulliken charge in e.
Cartesian coordinates (Å):
1 C 0.089 1.437 -0.078  -0.1857
2 C 0.590 0.210 -0.174  0.2241
3 C -0.508 -0.995 0.195  -0.1040
4 Cl 0.945 2.822 -0.732  -0.1595
5 Cl 2.121 -0.321 -0.813  -0.1162
6 Cl -0.816 -2.104 -1.118  -0.1219
7 Cl -0.041 -1.853 1.739  -0.1479
8 H -0.815 1.514 0.576  0.3237
9 H -1.565 -0.709 0.405  0.2873

Values from the calculation:
HOMO-LUMO gap = 0.3892 hartree
energy relative to the best compared isomer or geometry (same formula, charge and spin) = 0.00 kcal/mol
HOMO = -10.00 eV


Record 3
A 21-piece molecular cluster, C8H50O20 overall in a non-equilibrium geometry. Source: the OMol25 dataset; level of theory: wB97M-V/def2-TZVPD.

Last column: Mulliken charge in e.
Cartesian coordinates (Å):
1 C -1.096 -0.817 1.053  -0.1384
2 C -0.995 -1.575 0.131  -0.0844
3 C -0.853 0.377 1.859  0.6053
4 C 0.173 1.153 1.409  -1.3028
5 C -0.624 -1.954 -1.197  0.6659
6 C 1.230 0.843 0.307  0.9346
7 C 0.584 -1.092 -1.530  -0.8535
8 C 0.677 0.414 -1.062  0.2326
9 H -1.390 0.572 2.787  0.2875
10 H 0.249 2.036 2.042  -0.2078
11 H -1.488 -1.664 -1.832  0.1856
12 H -0.266 -2.958 -1.321  -0.1198
13 H 1.833 0.003 0.730  0.4197
14 H 1.782 1.789 0.190  -0.0684
15 H 0.591 -1.101 -2.687  0.1659
16 H 1.528 -1.520 -1.216  0.2079
17 H -0.269 0.893 -1.174  -0.2598
18 H 1.265 0.807 -1.845  -0.3120
19 O 4.977 0.848 1.429  -0.6240
20 H 4.923 1.856 1.358  0.2999
21 H 4.661 0.453 0.553  0.3572
22 O -0.398 -0.708 5.386  -0.6855
23 H -0.674 0.258 5.504  0.4322
24 H -0.350 -1.137 6.301  0.2617
25 O 0.450 4.852 2.640  -0.6263
26 H 0.959 5.638 3.023  0.2822
27 H -0.382 4.713 3.198  0.3070
28 O -3.730 -3.715 0.225  -0.6602
29 H -3.468 -3.984 -0.714  0.3308
30 H -4.422 -4.373 0.561  0.2817
31 O 3.186 3.096 -1.625  -0.6104
32 H 3.826 2.758 -0.918  0.2876
33 H 3.204 4.108 -1.608  0.3189
34 O 0.551 3.190 -3.144  -0.7095
35 H 0.875 3.963 -3.711  0.2947
36 H 1.210 3.057 -2.388  0.3173
37 O 2.584 -2.375 -4.625  -0.6652
38 H 2.676 -1.466 -4.191  0.3915
39 H 3.145 -3.033 -4.099  0.3087
40 O -1.448 1.742 5.414  -0.7255
41 H -2.410 1.432 5.449  0.3340
42 H -1.440 2.710 5.118  0.2867
43 O 3.393 0.029 -3.614  -0.6818
44 H 4.272 0.495 -3.429  0.3095
45 H 2.785 0.680 -4.094  0.2620
46 O 1.421 1.177 -4.903  -0.6879
47 H 0.872 0.925 -5.714  0.2885
48 H 0.829 1.701 -4.271  0.3914
49 O 4.427 -0.681 -1.009  -0.6452
50 H 4.505 -1.582 -0.555  0.3175
51 H 4.152 -0.836 -1.971  0.2628
52 O -4.161 -1.061 0.367  -0.7369
53 H -4.220 -2.067 0.270  0.4266
54 H -3.279 -0.838 0.809  0.2833
55 O -3.839 0.738 4.301  -0.7047
56 H -4.175 1.242 3.491  0.3218
57 H -3.644 -0.215 4.021  0.4129
58 O -2.370 2.226 -0.191  -0.6748
59 H -2.478 1.903 -1.144  0.3253
60 H -1.468 1.918 0.146  0.5391
61 O -2.096 -4.814 -2.530  -0.6772
62 H -2.059 -4.234 -3.359  0.3129
63 H -2.103 -5.782 -2.824  0.3119
64 O -3.130 0.719 -2.491  -0.6563
65 H -3.950 0.267 -2.108  0.3298
66 H -3.031 0.428 -3.455  0.2821
67 O 1.443 -0.858 3.352  -0.7641
68 H 0.970 -0.409 2.578  0.2990
69 H 0.747 -1.119 4.038  0.3870
70 O 0.790 4.347 -0.220  -0.5824
71 H 1.756 4.341 -0.521  0.2899
72 H 0.774 4.288 0.790  0.3044
73 O -0.129 -5.823 -0.846  -0.6655
74 H -0.792 -5.316 -1.417  0.4387
75 H -0.393 -6.800 -0.848  0.2977
76 O -2.771 -1.532 3.775  -0.7279
77 H -2.328 -2.284 3.263  0.3128
78 H -2.156 -1.259 4.530  0.3543

Values from the calculation:
HOMO-LUMO gap = 0.2997 hartree
HOMO = -8.36 eV


Record 4
C20H29FeO5P as an isolated structure in a non-equilibrium geometry. Source: the OMol25 dataset; level of theory: wB97M-V/def2-TZVPD.

Last column: Mulliken charge in e.
Cartesian coordinates (Å):
1 C -2.507 3.215 2.024  -1.4592
2 C -1.521 2.063 1.960  0.5173
3 O -0.362 2.545 1.241  -0.4741
4 P 0.957 1.772 0.815  1.0392
5 C 1.789 1.273 2.242  -0.8755
6 C 2.137 -0.037 2.655  0.5621
7 O 3.187 -0.341 3.224  -0.7773
8 O 1.192 -0.993 2.301  -0.2551
9 C 1.804 -2.277 2.043  -0.5383
10 C 2.483 -2.318 0.683  -0.8726
11 O 0.853 0.711 -0.228  -0.7309
12 O 1.709 3.059 0.208  -0.4692
13 C 2.620 2.816 -0.893  -0.0906
14 C 3.054 4.125 -1.515  -1.2699
15 H -3.463 2.900 2.447  0.4069
16 H -2.129 4.029 2.651  0.3322
17 H -2.683 3.616 1.021  0.3132
18 H -1.215 1.751 2.968  0.2907
19 H -1.933 1.202 1.418  -0.2032
20 H 2.420 2.025 2.680  0.3473
21 H 2.559 -2.461 2.825  0.3890
22 H 0.997 -3.015 2.142  0.3989
23 H 2.497 -3.355 0.328  0.3680
24 H 1.955 -1.671 -0.040  0.0685
25 H 3.533 -2.000 0.806  0.3384
26 H 3.496 2.274 -0.504  0.2907
27 H 2.110 2.200 -1.653  0.2329
28 H 3.699 3.887 -2.365  0.3907
29 H 2.195 4.698 -1.878  0.3034
30 H 3.619 4.731 -0.802  0.2911
31 C -2.070 -1.706 0.900  -1.3838
32 C -1.481 -0.989 -0.227  -0.5497
33 C -1.973 -1.131 -1.536  1.6407
34 C -1.249 -1.017 -2.837  -0.7624
35 C -2.229 -0.914 -3.891  -0.5165
36 C -3.557 -1.043 -3.297  -0.7249
37 C -3.408 -1.270 -1.889  -0.8516
38 Fe -2.385 -2.590 -2.867  -0.2407
39 C -3.452 -4.214 -3.228  -0.7189
40 C -2.638 -4.377 -2.040  -0.7475
41 C -1.256 -4.155 -2.407  -0.5420
42 C -1.209 -3.852 -3.827  -0.6838
43 C -2.572 -3.885 -4.338  -0.5766
44 H -1.711 -2.742 0.943  0.2132
45 H -1.762 -1.237 1.844  0.3205
46 H -3.175 -1.727 0.859  0.3789
47 H -0.683 -0.294 -0.006  0.7282
48 H -0.163 -0.936 -2.893  0.5698
49 H -2.036 -0.753 -4.948  0.4817
50 H -4.508 -0.949 -3.834  0.3830
51 H -4.162 -1.362 -1.121  0.4237
52 H -4.518 -4.398 -3.303  0.4062
53 H -2.994 -4.704 -1.065  0.5067
54 H -0.392 -4.264 -1.755  0.4738
55 H -0.321 -3.682 -4.417  0.4501
56 H -2.868 -3.764 -5.365  0.4572

Values from the calculation:
HOMO-LUMO gap (spin up / spin down) = 0.1193 / 0.2030 hartree
2S+1 = 5
net charge = -2
<S²> = 6.103
HOMO (spin up / spin down) = 1.76 / -0.54 eV


Record 5
An isolated ion of composition C4H9FN3 and charge +1 in a non-equilibrium geometry. Source: the OMol25 dataset; level of theory: wB97M-V/def2-TZVPD.

Last column: Mulliken charge in e.
Cartesian coordinates (Å):
1 C -0.349 -0.575 -0.336  0.0743
2 C -1.390 1.546 0.238  0.1273
3 C -2.662 -0.552 -0.105  -1.0389
4 C 3.102 0.029 0.212  -0.6798
5 N -1.364 0.286 -0.048  0.0143
6 N 1.763 0.451 0.286  -0.4188
7 N 0.984 -0.444 -0.162  0.2143
8 F -2.485 2.178 0.428  -0.1695
9 H -0.552 -1.623 -0.667  0.3095
10 H -0.443 2.106 0.509  0.3456
11 H -2.653 -1.138 0.856  0.3671
12 H -3.431 0.186 -0.117  0.3734
13 H -2.674 -1.122 -1.026  0.4041
14 H 3.677 0.878 -0.413  0.2509
15 H 3.734 -0.002 1.194  0.2696
16 H 3.220 -0.932 -0.261  0.3195
17 H 1.522 -1.274 -0.587  0.2370

Values from the calculation:
HOMO-LUMO gap (spin up / spin down) = 0.2727 / 0.3340 hartree
energy relative to the best compared isomer or geometry (same formula, charge and spin) = 0.00 kcal/mol
2S+1 = 3
net charge = +1
<S²> = 2.016
HOMO (spin up / spin down) = -10.79 / -15.15 eV


Record 6
C5H9IOS2 as an isolated structure in a non-equilibrium geometry. Source: the OMol25 dataset; level of theory: wB97M-V/def2-TZVPD.

Last column: Mulliken charge in e.
Cartesian coordinates (Å):
1 C 0.111 0.271 0.706  0.0108
2 C -1.422 -1.514 0.008  -1.2726
3 C -1.077 0.445 -1.518  -1.1539
4 C -0.399 -0.511 -0.475  0.2809
5 C 1.536 0.880 0.761  0.5562
6 O -0.606 0.586 1.717  -0.7164
7 S 2.321 0.985 -0.735  -0.1115
8 S 1.836 1.967 2.027  -0.1964
9 I 2.022 -1.689 1.673  -0.1436
10 H -0.985 -2.353 0.650  0.2632
11 H -1.795 -2.038 -1.007  0.3150
12 H -2.243 -0.980 0.443  0.3310
13 H -0.291 1.170 -1.738  0.3100
14 H -1.315 -0.038 -2.516  0.3752
15 H -2.050 0.881 -1.161  0.2972
16 H 0.376 -1.043 -1.004  0.4361
17 H 3.365 1.578 -0.328  0.1282
18 H 0.614 1.404 2.498  0.2907

Values from the calculation:
HOMO-LUMO gap (spin up / spin down) = 0.2556 / 0.2556 hartree
energy relative to the best compared isomer or geometry (same formula, charge and spin) = 2.31 kcal/mol
HOMO (spin up / spin down) = -8.69 / -8.69 eV